1.
The following is a DFT calculation (the ωB97M-V functional and the def2-TZVPD basis) of a structure of composition C18H30N3O2OsSi2.

```
56
Properties=species:S:1:pos:R:3:forces:R:3
Os -0.066 -1.104 -0.490 -2.7 -1.2 0.5
C 0.301 0.870 -3.597 -0.2 -0.4 1.0
Si 0.199 0.944 -1.675 0.8 2.3 -0.9
C -1.186 2.192 -1.153 0.4 -1.0 -0.1
C 1.886 1.609 -1.005 -0.7 -0.5 -0.2
C 2.325 2.880 -1.360 -0.1 0.2 -0.1
C 3.574 3.338 -0.978 0.0 0.1 -0.1
C 4.406 2.523 -0.230 0.1 -0.1 0.1
C 3.976 1.261 0.145 0.1 0.1 0.0
C 2.724 0.795 -0.234 -0.5 -1.2 0.2
Si 2.222 -1.035 0.236 2.9 0.4 0.3
C 3.487 -2.175 -0.677 -0.8 0.4 0.3
C 2.647 -1.270 2.114 -0.7 0.0 -0.7
H 0.493 1.860 -4.001 0.0 0.2 0.1
H -0.623 0.504 -4.038 -0.2 -0.1 0.0
H 1.105 0.214 -3.922 0.1 -0.1 0.0
H -0.975 3.179 -1.550 0.2 0.2 -0.2
H -1.273 2.283 -0.075 0.1 0.0 0.2
H -2.156 1.893 -1.535 -0.2 -0.1 -0.1
H 1.681 3.513 -1.952 0.0 0.2 -0.1
H 3.904 4.321 -1.277 0.0 0.1 0.0
H 5.390 2.859 0.054 0.1 0.1 0.0
H 4.626 0.623 0.725 0.2 0.0 0.1
H 4.486 -1.959 -0.306 0.1 0.1 0.1
H 3.488 -2.008 -1.750 -0.1 0.0 -0.2
H 3.293 -3.230 -0.500 -0.1 -0.1 0.1
H 3.720 -1.196 2.262 0.2 0.1 -0.2
H 2.348 -2.256 2.457 -0.1 -0.2 0.0
H 2.171 -0.538 2.759 -0.1 0.2 0.0
C -3.369 -1.435 3.347 -0.4 -0.6 -0.1
N -2.349 -0.442 3.091 0.3 -0.1 -0.5
C -2.234 0.681 3.826 0.5 0.7 0.1
C -1.265 1.600 3.580 -0.2 -0.1 0.1
C -0.401 1.367 2.471 -0.1 0.0 0.1
N -0.561 0.277 1.730 0.0 -0.2 -0.4
C -1.480 -0.662 2.037 0.3 1.1 0.8
O -1.533 -1.706 1.386 0.1 -0.7 -1.1
N 0.567 2.217 2.132 -0.1 -0.1 0.0
H -3.875 -1.213 4.282 0.1 0.0 0.0
H -2.904 -2.419 3.400 -0.1 0.1 0.1
H -4.095 -1.447 2.531 0.0 0.0 0.1
H -2.951 0.807 4.623 0.0 0.0 0.0
H -1.165 2.482 4.188 0.0 0.1 0.1
H 0.751 3.043 2.675 0.0 0.0 -0.1
H 1.145 2.005 1.329 0.1 0.1 0.0
C -3.627 -1.987 -1.244 0.5 0.1 -0.2
C -2.552 -1.902 -2.337 -1.9 -0.2 -0.8
C -2.641 -3.106 -3.288 0.2 0.4 0.3
O -1.289 -1.840 -1.804 2.1 0.3 1.0
H -4.613 -2.030 -1.696 -0.1 0.0 0.0
H -3.567 -1.118 -0.588 -0.1 0.1 0.0
H -3.471 -2.885 -0.649 0.0 -0.1 0.1
H -2.730 -0.978 -2.925 0.1 -0.2 0.2
H -2.610 -4.029 -2.713 0.0 -0.1 0.0
H -1.794 -3.097 -3.970 0.0 0.0 -0.1
H -3.562 -3.071 -3.862 -0.1 0.0 0.0
```
Positions in Å, forces in eV/Å.

Results
* <S²>: 6.020
* orbital gap (spin up / spin down): 8.379 / 7.106 eV
* charge: +1
* energy relative to the best compared isomer or geometry (same formula, charge and spin): 18.4 kcal per mole
* 2S+1: 5

Atomic partial charges in e from the natural (NBO) method, atoms 1 to 2: atom 1 (Os): 1.116, atom 2 (C): -1.091

***

2.
The following is a DFT calculation (the ωB97M-V functional and the def2-TZVPD basis) of a structure of composition C4H7N4.

```
15
Properties=species:S:1:pos:R:3:forces:R:3
C -1.884 1.243 0.652 3.5 -0.9 0.5
C -1.261 -0.974 -0.291 -1.2 -1.1 0.5
C -0.439 -0.152 0.377 -7.2 2.3 -0.4
C 1.756 -0.093 -0.366 1.0 0.1 -1.0
N -2.835 0.723 0.041 -0.9 0.9 1.1
N -2.619 -0.494 -0.355 4.4 -0.7 0.8
N 3.042 0.175 -0.180 0.3 -0.3 1.1
N 0.868 -0.018 0.576 2.1 0.9 2.0
H -1.876 2.133 1.332 0.1 -1.0 -1.1
H -1.199 -2.065 -0.609 0.4 1.7 0.2
H 1.447 -0.342 -1.436 0.2 0.4 1.8
H -3.234 -0.905 -0.942 -2.4 -1.4 -2.1
H 3.524 0.097 -1.054 1.0 0.1 0.2
H 3.579 0.260 0.753 -1.4 -0.1 -2.2
H 1.132 0.413 1.503 -0.1 -0.8 -1.3
```
Positions in Å, forces in eV/Å.

Results
* orbital gap: 8.620 eV
* charge: +1
* energy relative to the best compared isomer or geometry (same formula, charge and spin): 82.4 kcal per mole

Atomic partial charges in e from the natural (NBO) method, atoms 1 to 2: atom 1 (C): 0.049, atom 2 (C): -0.095

***

3.
The following is a DFT calculation (the ωB97M-V functional and the def2-TZVPD basis) of a cluster of 2 separate species, C33H58BBrN2O4P in total.

```
100
Properties=species:S:1:pos:R:3:forces:R:3
C -0.563 -5.359 1.019 0.7 0.4 -0.7
C -0.007 -4.480 0.066 -1.1 0.3 1.3
C -0.777 -3.104 -0.117 -1.1 -1.0 -1.9
C 0.216 -1.881 0.045 -0.1 -1.7 -0.5
B 0.950 -2.283 1.460 0.5 -0.5 1.1
C 2.538 -2.158 1.700 -0.1 0.7 -0.4
O 0.178 -2.734 2.578 0.5 1.7 -1.3
C 1.308 -1.828 -1.118 -0.4 0.5 1.9
Br 0.747 -2.343 -2.944 0.4 0.6 0.5
C 1.759 -0.321 -0.903 0.2 -2.0 -1.3
C 3.159 0.144 -1.378 0.7 0.0 0.6
C 4.129 -1.069 -1.745 -0.6 0.1 0.3
C 3.136 1.237 -2.540 1.0 -0.1 0.1
C 4.444 1.213 -3.458 -0.5 1.6 0.5
C 4.549 2.691 -4.061 0.4 -0.5 0.3
N 0.820 0.345 -0.273 1.4 1.1 -0.9
C 1.121 1.749 0.040 0.7 2.5 2.3
C 1.706 2.104 1.356 -0.9 2.1 -3.1
C 1.974 3.536 1.467 0.0 -0.6 0.3
C 1.676 4.529 0.448 0.0 -2.0 0.5
N 1.139 4.162 -0.747 0.6 -1.0 1.7
C 0.915 2.840 -0.893 -0.6 -1.7 -0.5
C -0.422 -0.417 0.088 -0.7 -1.4 1.5
C -1.032 -0.083 1.519 -0.2 1.1 -0.1
C -2.078 1.110 1.512 -0.4 0.1 1.3
C -3.518 0.675 2.066 -0.1 0.8 0.0
C -4.719 1.235 1.190 0.0 -1.4 -0.1
C -5.792 0.076 1.018 -0.6 0.9 0.3
C -6.970 0.445 0.047 0.0 -0.8 -0.3
C -6.551 0.576 -1.463 -0.8 0.3 -0.8
C -7.811 0.720 -2.440 -0.3 0.4 -0.1
C -8.063 2.200 -2.914 -0.5 0.5 0.7
C -8.202 3.178 -1.655 0.3 -0.6 -1.1
P -1.714 -0.426 -1.337 -0.5 -0.6 -1.9
C -1.847 1.269 -2.130 -0.8 0.9 0.6
O -3.244 -0.769 -0.666 1.3 0.9 -0.1
H -1.557 -5.841 0.804 0.1 1.9 1.2
H -0.064 -5.540 2.007 0.3 -1.5 -1.6
H 0.894 -4.736 -0.548 0.2 1.0 1.6
H -1.278 -3.151 -1.120 0.3 0.8 0.7
H -1.583 -2.986 0.657 0.9 -0.4 -0.6
H 2.858 -2.352 2.753 -0.3 0.0 -0.9
H 3.095 -2.837 0.994 -0.4 0.6 0.8
H 2.886 -1.111 1.437 -0.1 -1.0 0.2
H 0.392 -2.085 3.277 0.0 -0.9 0.1
H 2.095 -2.599 -0.915 -0.5 1.3 -0.2
H 3.650 0.638 -0.486 -0.7 -0.3 -0.7
H 5.197 -0.727 -1.685 -1.2 -0.3 -0.2
H 4.055 -1.908 -1.000 0.0 0.8 -0.8
H 3.873 -1.410 -2.780 0.4 0.0 0.9
H 2.242 1.122 -3.201 0.6 0.2 0.6
H 3.178 2.239 -2.028 -0.5 -0.9 -0.7
H 4.377 0.436 -4.255 0.2 0.6 0.7
H 5.362 1.107 -2.817 -0.9 -0.3 -0.8
H 3.535 3.124 -4.259 0.9 -0.4 -0.1
H 5.060 3.355 -3.306 -0.6 -0.6 -0.7
H 5.185 2.698 -4.981 -0.7 0.1 0.7
H 1.939 1.360 2.145 -0.2 0.7 -0.6
H 2.446 3.899 2.415 -0.5 -0.4 -1.0
H 1.895 5.609 0.631 -0.3 -1.1 -0.2
H 0.505 2.534 -1.892 0.5 0.4 1.0
H -0.224 0.210 2.255 -0.5 -0.6 -0.9
H -1.567 -0.972 1.954 0.8 0.6 -0.8
H -2.181 1.642 0.536 0.2 -0.7 0.7
H -1.718 1.886 2.249 -0.2 -0.6 -1.0
H -3.617 1.075 3.113 0.1 -0.5 -0.9
H -3.624 -0.438 2.147 0.3 0.9 -0.3
H -4.277 1.526 0.196 -0.8 -0.1 0.9
H -5.268 2.086 1.670 0.8 -0.5 -0.5
H -6.249 -0.083 2.038 0.5 0.0 -0.9
H -5.342 -0.900 0.710 -0.1 0.9 0.2
H -7.706 -0.413 0.097 0.7 0.9 -0.1
H -7.549 1.349 0.392 0.8 -0.8 -0.4
H -5.995 -0.330 -1.844 -0.3 0.8 0.8
H -5.926 1.493 -1.663 -0.3 -1.0 0.4
H -7.677 0.090 -3.356 0.0 0.4 0.8
H -8.753 0.355 -1.934 1.0 0.3 -0.4
H -7.249 2.553 -3.607 -0.6 -0.3 0.8
H -9.023 2.313 -3.490 0.9 -0.5 0.4
H -7.160 3.328 -1.267 -1.2 0.2 0.1
H -8.683 4.140 -1.975 0.7 -0.8 0.4
H -8.862 2.694 -0.892 0.6 0.5 -0.5
H -1.599 2.136 -1.466 -0.2 -0.6 -0.7
H -2.937 1.400 -2.403 1.0 -0.3 0.3
H -1.290 1.327 -3.102 -0.3 -0.3 1.0
H -3.829 -0.990 -1.418 0.4 0.0 0.5
O 6.093 -2.855 0.690 -0.3 0.3 0.3
C 6.411 -2.558 1.815 0.5 -0.2 -0.3
O 5.655 -1.690 2.510 -0.6 0.1 -0.1
C 5.824 -1.402 3.906 0.3 0.1 0.2
C 6.877 -0.334 4.122 0.2 0.0 -0.1
C 7.689 -3.073 2.421 -0.1 -0.5 0.4
H 6.029 -2.314 4.471 0.1 0.0 -0.1
H 4.860 -1.031 4.257 0.0 -0.1 -0.2
H 7.857 -0.659 3.771 0.0 0.0 0.1
H 6.956 -0.082 5.181 0.0 0.0 0.0
H 6.623 0.569 3.564 -0.1 0.0 0.1
H 8.519 -2.448 2.091 0.0 0.0 0.0
H 7.848 -4.094 2.073 0.0 0.2 -0.2
H 7.675 -3.118 3.508 0.1 0.2 0.0
```
Positions in Å, forces in eV/Å.

Results
* orbital gap: 6.316 eV
* charge: +1

Atomic partial charges in e from the Löwdin method, atoms 1 to 2: atom 1 (C): 0.027, atom 2 (C): -0.139

***

| no. | molar mass (g/mol) | electronic energy (eV) |
| --- | --- | --- |
| 1 | 566.86 | -45934.7685 |
| 2 | 111.13 | -10211.6507 |
| 3 | 668.53 | -126328.5393 |